Formula: C16H39N2O16P3S
Source: the Open Molecules 2025 dataset
Level of theory: ωB97M-V with the def2-TZVPD basis set

Calculated values
DFT total energy   -3368.30061 hartree
E_LUMO   -3.0 eV
SMILES   N#CO[C@@H]1C[C@@H](CCN)OS(=O)(=O)C1.COP(=O)(OC)OC.COP(=O)(OC)OC.COP(=O)(OC)OC
Max |F|   9.746 eV/A
HOMO   -9.0 eV

Structure (XYZ):
```
77
Properties=species:S:1:pos:R:3:mulliken_charge:R:1
N 2.060 0.000 0.579 -0.44
C 0.963 -0.148 0.359 0.53
O -0.305 -0.499 0.590 -0.36
C -0.656 -1.637 -0.225 0.09
C 0.462 -2.725 -0.330 -1.28
C 1.257 -2.660 -1.685 0.72
C 2.650 -3.345 -1.630 -0.54
C 3.504 -2.739 -2.834 -0.73
N 3.926 -1.340 -2.541 -0.63
O 0.440 -3.373 -2.665 -0.35
S -0.983 -2.578 -2.877 1.28
O -2.132 -3.454 -2.876 -0.68
O -0.902 -1.923 -4.168 -0.68
C -1.178 -1.220 -1.655 -0.57
H -1.511 -2.134 0.295 0.38
H 1.124 -2.782 0.561 0.26
H -0.081 -3.705 -0.359 0.58
H 1.407 -1.624 -2.065 0.09
H 3.232 -3.079 -0.712 0.14
H 2.603 -4.448 -1.782 0.39
H 4.384 -3.364 -3.086 0.34
H 2.789 -2.665 -3.688 0.35
H 3.253 -0.716 -2.982 0.35
H 3.866 -1.145 -1.538 0.26
H -0.493 -0.404 -2.000 0.31
H -2.203 -0.805 -1.657 0.19
C 0.856 6.037 -2.486 -0.61
O 0.934 5.648 -1.120 -0.48
P 0.062 4.263 -0.655 1.06
O 0.456 3.509 -1.903 -0.65
O -1.366 5.055 -0.876 -0.29
C -1.621 6.228 -0.092 -0.83
O -0.783 2.875 -0.124 -0.01
C -1.476 2.982 1.132 -0.78
H 1.136 7.090 -2.543 0.24
H 1.561 5.455 -3.078 0.24
H -0.152 5.919 -2.883 0.31
H -1.506 7.112 -0.721 0.27
H -0.946 6.304 0.761 0.40
H -2.648 6.186 0.272 0.28
H -2.419 3.516 0.991 0.29
H -0.862 3.498 1.872 0.37
H -1.698 1.978 1.491 0.21
C -8.084 1.199 2.221 -0.62
O -7.026 0.583 1.497 -0.50
P -5.971 1.608 0.639 1.23
O -5.920 2.606 1.771 -0.65
O -7.163 1.997 -0.427 -0.35
C -7.747 0.945 -1.207 -0.75
O -4.862 2.590 -0.220 -0.22
C -4.492 2.141 -1.534 -0.62
H -8.851 0.441 2.390 0.25
H -7.720 1.548 3.187 0.23
H -8.525 2.028 1.667 0.32
H -8.738 0.715 -0.815 0.26
H -7.137 0.041 -1.195 0.38
H -7.846 1.290 -2.237 0.27
H -5.281 2.388 -2.249 0.28
H -4.307 1.066 -1.546 0.27
H -3.582 2.661 -1.832 0.22
C 4.148 -1.131 2.598 -0.67
O 5.498 -1.523 2.817 -0.52
P 5.986 -2.970 2.094 1.05
O 5.319 -2.758 0.766 -0.50
O 5.039 -3.850 3.116 -0.34
C 5.217 -3.675 4.526 -0.78
O 6.796 -4.374 1.595 -0.33
C 7.612 -5.050 2.562 -0.64
H 3.872 -0.427 3.385 0.37
H 4.062 -0.629 1.639 0.33
H 3.468 -1.984 2.637 0.27
H 4.388 -3.087 4.923 0.28
H 6.157 -3.172 4.760 0.38
H 5.213 -4.656 5.001 0.29
H 6.984 -5.648 3.227 0.24
H 8.199 -4.341 3.145 0.31
H 8.289 -5.718 2.032 0.26
```